1.
22
Properties=species:S:1:pos:R:3:nbo_charge:R:1 method="wB97M-V/def2-TZVPD" homo_energy_ev="-8.779 / -8.568" largest_force_ev_per_a=2.02 charge=0 homo_lumo_gap_ev="7.363 / 8.371" relative_energy_kcal_mol=59.2
C 2.58721 -0.00489 0.33327 -0.0971
C 1.80482 0.19776 1.33571 -0.1241
C 0.27578 -0.00094 1.36308 -0.4270
C -0.32005 -1.15927 0.59163 -0.7492
C 2.32071 0.73637 2.64787 -0.6243
C -1.89922 0.52373 -3.03721 -0.6382
C -1.64578 0.41710 -1.55525 -0.5291
O -1.08235 -2.26902 -1.79734 -0.9813
P -0.48210 -1.03547 -1.26766 1.5184
Cl -3.13115 0.00288 -0.66792 -0.0466
H 2.62314 -0.36387 -0.66810 0.1845
H 0.02690 -0.14601 2.41604 0.2212
H -0.18261 0.93747 1.03970 0.2158
H 0.23289 -2.08462 0.76458 0.2477
H -1.35141 -1.31476 0.91577 0.2577
H 2.23647 -0.03074 3.41624 0.2164
H 1.72783 1.59589 2.95418 0.2134
H 3.36194 1.03281 2.56406 0.2250
H -0.97238 0.81708 -3.53146 0.2213
H -2.20421 -0.44777 -3.42602 0.2396
H -2.67273 1.25695 -3.26197 0.2255
H -1.25372 1.33931 -1.12921 0.2305

---

2.
63
Properties=species:S:1:pos:R:3:nbo_charge:R:1 method="wB97M-V/def2-TZVPD" homo_energy_ev=-9.020 largest_force_ev_per_a=8.26 charge=0 homo_lumo_gap_ev=9.211 relative_energy_kcal_mol=78.0
N 1.57734 1.91568 -0.77804 -0.8382
C 1.35732 0.50193 -1.03306 -0.2134
C 0.34570 -0.24896 -0.14956 -0.2702
N -0.33048 -1.38743 -0.84015 -0.4945
C 0.61764 -2.53193 -0.94817 -0.4081
C -2.78043 -1.36826 -1.20594 -0.6258
C -1.60793 -1.80516 -0.24740 -0.0345
C -1.86034 -1.29535 1.19946 -0.6429
H 1.86167 2.00273 0.18766 0.3708
H 0.78820 2.52851 -0.74762 0.3596
H 2.41310 0.04504 -1.02140 0.1865
H 1.03812 0.33061 -2.04534 0.1490
H -0.50194 0.46763 0.20903 0.2237
H 0.94997 -0.54886 0.84149 0.1896
H 1.36256 -2.37974 -1.60540 0.2033
H 0.85223 -2.80064 0.04096 0.1764
H 0.13998 -3.50920 -1.21868 0.2053
H -2.45834 -1.07127 -2.19640 0.2004
H -3.23049 -0.48225 -0.76783 0.2012
H -3.59318 -2.09288 -1.37838 0.2247
H -1.60566 -2.96259 -0.25735 0.2020
H -0.90551 -1.62516 1.70511 0.2093
H -2.62478 -1.71044 1.83179 0.2282
H -1.95373 -0.20747 1.24825 0.2117
H 3.97222 -2.94423 2.30391 0.4820
H 2.73067 -2.68264 1.47741 0.5140
O 3.70382 -2.50073 1.49789 -0.9651
H 0.03982 0.41121 -3.44882 0.4848
H -0.84118 -0.54506 -2.55421 0.5217
O -0.75526 -0.15505 -3.49227 -1.0172
H -2.44121 2.50617 -4.13573 0.4821
H -1.91801 1.17874 -3.47011 0.4974
O -2.30245 2.05825 -3.28760 -1.0011
H 4.53662 -1.06778 1.45846 0.5068
H 4.80116 -0.07036 0.30819 0.4764
O 4.74278 -0.09511 1.26444 -0.9892
H -2.30600 -0.39102 -4.84430 0.4784
H -1.75918 -1.67468 -5.46942 0.4738
O -2.55593 -1.25081 -5.15101 -0.9517
H 0.51927 0.86447 4.13381 0.5077
H 0.00518 0.98992 2.59928 0.5287
O 0.49471 0.45813 3.25119 -1.0131
H -3.65129 -3.25340 -3.81450 0.4769
H -2.15529 -3.28463 -3.77779 0.4662
O -2.89073 -3.90376 -3.77874 -0.9417
H 3.65885 0.73110 2.31712 0.5105
H 2.34049 0.70096 3.15139 0.4829
O 3.09322 1.33127 2.84637 -1.0138
H 0.74014 -2.57657 3.05009 0.4574
H 1.18856 -1.09828 3.03775 0.5124
O 1.38990 -2.05115 2.86646 -0.9875
H -1.87410 2.74395 -1.45893 0.5198
H -2.41375 3.90896 -0.63881 0.4904
O -1.66576 3.27991 -0.65889 -0.9723
H 2.14278 2.68096 2.24074 0.5222
H 1.78609 4.17908 1.94704 0.4805
O 1.56475 3.31896 1.82552 -0.9941
H -1.48647 2.48114 3.47775 0.4873
H -2.19905 1.40504 4.30951 0.4606
O -1.72593 2.34462 4.37323 -0.9584
H -0.06415 2.81672 1.68162 0.5106
H -1.26929 2.46374 0.77907 0.5244
O -0.81497 2.20684 1.71202 -1.0647

---

3.
48
Properties=species:S:1:pos:R:3:nbo_charge:R:1 method="wB97M-V/def2-TZVPD" homo_energy_ev=-10.852 largest_force_ev_per_a=4.92 charge=+1 homo_lumo_gap_ev=8.318 relative_energy_kcal_mol=101.4
N 6.14514 0.02986 -1.79869 -1.1841
P 7.30636 1.35422 -1.74837 1.4261
O 7.63855 1.75062 -3.40756 -0.9576
O 6.61183 2.80241 -1.11035 -0.9240
S 4.92740 2.75014 -1.01331 1.6769
O 4.54789 3.96677 -0.18457 -0.8686
O 4.20993 3.03557 -2.52758 -0.6826
C 3.24230 2.00333 -2.72281 0.2709
C 3.06957 1.34161 -4.11129 -0.2518
C 2.08039 0.19808 -4.41497 -0.1984
C 1.18834 -0.34706 -3.24569 -0.2383
C 1.34211 0.33945 -1.87490 -0.2256
C 2.33385 1.50086 -1.57708 -0.2850
H 6.53212 -0.74383 -1.21891 0.4041
H 6.20177 -0.35555 -2.76709 0.4013
H 6.82030 2.16670 -3.77877 0.4832
H 3.71433 1.72585 -4.98000 0.2413
H 2.00654 -0.26306 -5.45971 0.2451
H 0.46236 -1.21629 -3.40956 0.2321
H 0.69674 -0.05256 -1.01579 0.1897
H 2.32471 1.91144 -0.51420 0.2457
C -4.88681 -2.40142 3.45837 -0.6076
C -3.58827 -1.70841 3.86533 -0.4420
C -3.33093 -0.41461 3.09384 -0.2084
N -2.33794 -0.54151 1.93311 -0.2089
C -0.92967 -0.69110 2.46401 -0.4009
C -2.66239 -1.64882 0.94191 -0.2154
C -3.80403 -1.08311 0.12765 -0.4294
C -3.45743 0.39053 -0.03222 -0.4381
C -2.44113 0.72222 1.05971 -0.2093
H -4.83620 -2.81388 2.44949 0.1978
H -5.10246 -3.22801 4.13990 0.2390
H -5.73111 -1.70803 3.49933 0.2163
H -2.75484 -2.41363 3.79899 0.2151
H -3.68590 -1.45040 4.92418 0.2430
H -2.89950 0.33330 3.76479 0.2308
H -4.25931 0.00187 2.69528 0.2274
H -0.86453 -1.61641 3.03560 0.2335
H -0.70621 0.17153 3.09386 0.2342
H -0.23773 -0.72679 1.62118 0.2295
H -1.77856 -1.79461 0.31349 0.2245
H -2.88189 -2.57870 1.46406 0.2410
H -4.75205 -1.18870 0.66172 0.2229
H -3.91527 -1.58906 -0.83303 0.2550
H -4.35030 1.01405 0.04913 0.2401
H -3.02155 0.58453 -1.01558 0.2423
H -2.72815 1.56932 1.68511 0.2377
H -1.45834 0.91125 0.62196 0.2294

---

4.
72
Properties=species:S:1:pos:R:3:mulliken_charge:R:1 method="wB97M-V/def2-TZVPD" homo_energy_ev="-14.363 / -14.356" spin_multiplicity=2 largest_force_ev_per_a=5.37 charge=+3 homo_lumo_gap_ev="3.545 / 2.226"
O 2.57547 -3.56962 -2.05505 -0.5108
V 3.79567 -2.82846 -1.29675 1.6344
O 4.85632 -3.88214 -0.77472 -0.4571
O 1.23118 5.93486 -2.74653 -0.4351
V 2.12897 5.01138 -1.85424 1.6457
O 3.40657 5.84136 -1.33282 -0.5150
O -2.50930 1.20871 -3.82905 -0.4296
V -0.97614 1.55029 -3.54217 1.4942
O -0.71781 3.13812 -3.55522 -0.5639
O 6.86938 0.78986 1.57894 -0.4197
V 5.99404 1.27931 0.33736 1.6901
O 6.07098 2.87761 0.16349 -0.5562
C 0.71793 -0.21607 -0.71419 -0.5870
C 1.93580 -0.51908 -0.03264 0.2906
C 2.88148 0.77760 0.37326 0.5051
O 4.05604 0.53941 0.75015 -0.6737
C 2.41716 2.10288 0.01133 -0.2604
C 1.18005 2.28291 -0.45550 0.9320
C 0.26265 1.05241 -0.78632 0.3468
O -0.90148 1.18837 -1.27774 -0.7484
O 0.87019 3.51057 -0.56659 -0.9671
O 2.51599 -1.65778 -0.03391 -0.6715
H 0.06236 -0.96714 -1.12955 0.7923
H 3.02510 2.95448 0.27890 0.4649
F -1.08118 -0.92813 -4.08151 0.1548
C -1.01450 -2.20374 -4.45766 0.6251
C -0.76611 -2.43789 -5.77232 -0.6545
C -0.68156 -3.80084 -6.15990 -0.3877
C -0.90083 -4.85262 -5.21990 -0.6746
C -1.20620 -4.49987 -3.90016 -0.5565
C -1.27468 -3.17166 -3.52398 -0.3184
H -0.54303 -1.59931 -6.41529 0.3495
H -0.53390 -4.02736 -7.20551 0.3988
H -1.03690 -5.79286 -5.73356 0.4000
H -1.40551 -5.27676 -3.17690 0.4148
H -1.55473 -2.81933 -2.54222 0.3837
F 6.22783 -2.15115 5.14077 -0.2820
C 5.21942 -2.60187 4.39873 0.3592
C 4.88958 -3.94633 4.49628 -0.5219
C 3.70432 -4.43247 3.88293 -0.5468
C 2.92195 -3.57062 3.06952 -0.5425
C 3.32673 -2.19511 3.03356 -0.0973
C 4.46301 -1.70630 3.63487 -0.3891
H 5.37403 -4.71045 5.08604 0.4164
H 3.51128 -5.49227 3.80567 0.3701
H 2.04886 -3.88897 2.51927 0.4763
H 2.71045 -1.49351 2.49103 0.1951
H 4.74786 -0.66455 3.63286 0.5060
F -6.20832 -0.32657 -3.31542 -0.2608
C -6.07479 0.32076 -2.21233 0.1610
C -4.85886 0.13041 -1.59461 -0.4978
C -4.47747 0.82958 -0.47761 -0.1279
C -5.46118 1.71472 0.10441 -0.3696
C -6.62910 1.95146 -0.54417 -0.4928
C -6.98860 1.20571 -1.65776 -0.3732
H -4.27071 -0.66185 -2.03370 0.5342
H -3.52307 0.63634 -0.01052 0.2672
H -5.21084 2.25273 1.00678 0.3458
H -7.35202 2.64836 -0.14651 0.3871
H -7.93422 1.29585 -2.17165 0.4196
F -1.26724 5.01181 6.06181 -0.1537
C -1.32290 4.01859 5.09499 0.3668
C -1.98955 2.81787 5.31904 -0.2458
C -2.36390 1.94346 4.34348 -0.6450
C -2.03039 2.30139 2.96955 -0.0361
C -1.33444 3.43807 2.63489 -0.6289
C -0.90782 4.20683 3.75184 -0.2317
H -2.27142 2.74460 6.35903 0.4119
H -2.87940 1.03978 4.63334 0.4761
H -2.24552 1.62699 2.15389 0.5603
H -1.00633 3.64150 1.62625 0.6302
H -0.28676 5.07584 3.59216 0.4237

---

5.
12
Properties=species:S:1:pos:R:3:nbo_charge:R:1 method="wB97M-V/def2-TZVPD" homo_energy_ev="-16.155 / -16.627" spin_multiplicity=2 largest_force_ev_per_a=4.26 charge=+2 homo_lumo_gap_ev="6.833 / 7.137" relative_energy_kcal_mol=67.3
O -0.50601 0.95956 -0.99538 -0.9787
C -1.14648 0.50212 0.07867 0.1607
C -1.79331 -0.75035 -0.26727 -0.1869
H 0.26937 0.38511 1.18153 -0.0329
H -1.83490 1.22410 0.55089 0.2433
H -1.67296 -1.05862 -1.31084 0.2134
H -2.45917 -1.23115 0.44811 0.2287
Mg 0.99708 2.13990 -1.17241 1.8955
O 2.08177 1.43892 0.37236 -0.8722
C 1.85205 0.44264 1.06544 0.8762
O 2.36938 -0.64311 1.11256 -0.5455
Cs 1.84320 -3.40913 -1.06367 0.9982

---

6.
102
Properties=species:S:1:pos:R:3:mulliken_charge:R:1 method="wB97M-V/def2-TZVPD" homo_energy_ev="-1.044 / -1.044" spin_multiplicity=7 largest_force_ev_per_a=2.21 charge=-2 homo_lumo_gap_ev="4.365 / 4.575"
Eu 0.25490 -0.54566 -0.34509 -0.1696
Se -4.45820 1.74924 -5.92559 0.0934
N -3.94400 2.68424 -4.48469 -0.9411
C -2.86880 2.08404 -3.96089 0.8861
C -2.19180 2.51394 -2.80939 0.7705
C -2.43220 3.80844 -2.22919 -1.1175
C -1.72320 4.18664 -1.17059 -1.1084
C -0.83370 3.24754 -0.40489 0.0791
N -0.61940 1.92964 -1.02519 0.2174
C -1.17960 1.71714 -2.21609 0.1884
C -0.59900 0.67904 -3.06649 -0.4397
N 0.63450 0.24084 -2.73569 -0.3965
C 1.29070 -0.53796 -3.58849 -0.6217
C 0.73350 -1.03266 -4.76709 -1.0575
C -0.53810 -0.63166 -5.10329 -0.3667
C -1.20430 0.29204 -4.29199 0.7298
C -2.42090 0.91974 -4.68759 0.5206
N -3.12210 0.58084 -5.75439 -0.9356
H -3.11710 4.47064 -2.73999 0.4361
H -1.80570 5.18404 -0.76209 0.4869
H 0.16860 3.71134 -0.32119 0.4507
H 2.31590 -0.76046 -3.32879 0.8404
H 1.28930 -1.72176 -5.38479 0.3813
H -1.02670 -0.96156 -6.00649 0.5063
O 2.09350 -3.24396 2.99861 -0.7879
C 1.54400 -2.31066 2.43501 0.1236
O 1.39080 -2.12616 1.19481 -0.1498
C 0.95000 -1.14246 3.29771 -1.0113
P 1.01150 0.29614 2.15711 1.7391
C -0.48290 1.29534 2.50071 0.1206
C -1.73440 0.47334 2.18051 -0.3293
C -2.84590 1.28864 1.59081 -0.8396
C -2.68790 2.50234 1.09561 -1.4748
C -1.39690 3.23504 1.06571 0.2091
C -0.60690 2.40844 3.48951 0.2356
C 2.50010 1.19274 2.76421 1.1181
C 3.37230 1.54924 1.73531 -0.2887
C 4.62670 2.05254 2.00381 -1.1413
C 5.03600 2.20384 3.31941 -0.5710
C 4.17210 1.87604 4.34941 -1.0420
C 2.90880 1.37454 4.08071 -0.4589
H 1.48370 -0.99806 4.24021 0.5808
H -0.09480 -1.38906 3.50121 0.3478
H -2.08060 0.06564 3.15131 0.7155
H -3.80920 0.79714 1.54221 0.3704
H -3.52690 3.02144 0.65141 0.3134
H -1.58130 4.29184 1.30591 1.0185
H 0.29630 2.54994 4.08691 0.3260
H 3.03450 1.41244 0.70931 0.5971
H 5.28730 2.31614 1.19081 0.4302
H 6.02950 2.56864 3.53691 0.3832
H 4.48900 2.00534 5.37461 0.4016
H 2.24680 1.12034 4.89801 0.3374
N 0.00590 7.52444 4.53221 -0.8326
C -0.11320 6.43514 4.14741 0.0842
C -0.26120 5.13294 3.68461 0.3050
C -1.46650 4.48444 4.13691 -0.9135
C -1.72570 3.15784 4.07921 -1.3921
C -0.33330 2.72424 2.01821 0.3248
C 0.85380 3.61504 1.98721 -0.9344
C 0.77920 4.71024 2.78551 -1.7382
H -2.17910 5.15234 4.61541 0.3225
H -2.65840 2.71194 4.39041 0.4188
H 1.70120 3.46704 1.33521 0.7438
H 1.60080 5.42174 2.72821 0.3169
N -1.38870 -0.62996 1.28651 0.9806
C -2.10660 -1.77736 1.38331 0.7387
C -3.29210 -1.96226 2.13171 -1.1060
C -3.96150 -3.16736 2.12781 -0.8821
C -3.50520 -4.24586 1.39141 -0.7933
C -2.32520 -4.10496 0.67191 -1.0811
C -1.63450 -2.91756 0.67691 -0.3659
H -3.71220 -1.14856 2.70381 0.3363
H -4.87130 -3.26356 2.70751 0.3697
H -4.04820 -5.17976 1.38681 0.3711
H -1.94070 -4.93936 0.09941 0.4576
H -0.66890 -2.85616 0.16621 1.2519
C 3.36420 -1.25726 -0.71359 -0.8167
Si 2.57840 -2.91086 -1.34169 0.7384
C 3.64290 -3.34206 -2.90699 -1.6350
C 2.92360 -4.37146 -0.14849 -1.4972
N 0.95030 -2.47926 -1.66379 0.9133
C 0.06470 -3.11046 -2.46699 0.7663
C 0.35470 -4.25756 -3.23349 -0.9421
C -0.55490 -4.78006 -4.12409 -0.7173
C -1.80460 -4.20316 -4.29099 -0.9442
C -2.14370 -3.11276 -3.50439 -0.8270
C -1.24350 -2.58486 -2.60539 0.3091
H 3.68980 -1.37556 0.31531 0.4918
H 2.61730 -0.44106 -0.73889 -0.1635
H 4.22420 -0.93406 -1.29469 0.6525
H 4.67390 -3.01506 -2.80359 0.5027
H 3.23620 -2.87946 -3.79999 0.3417
H 3.66460 -4.41306 -3.08179 0.4155
H 3.69160 -5.04216 -0.52699 0.4008
H 2.01590 -4.94796 0.00021 0.3120
H 3.22320 -4.01516 0.83101 0.3405
H 1.32210 -4.71716 -3.10879 0.2966
H -0.29130 -5.65626 -4.70379 0.3810
H -2.50510 -4.60026 -5.01179 0.3592
H -3.12610 -2.67056 -3.60139 0.4690
H -1.54500 -1.72146 -1.98679 0.1639

---

Here are the calculated DFT total energy numbers, same order: -1150.58845 -1341.36535 -1698.68957 -6233.38002 -561.99897 -6130.16744 (Eh).